Computed, not measured: an isolated molecule of C18H21N3S2, with wB97M-V/def2-TZVPD.

```
! wB97M-V def2-TZVPD RIJCOSX def2/J DEFGRID3
* xyz 0 1
N -0.565 0.825 -0.538
N -1.324 -0.200 1.422
S -3.074 -0.040 -0.546
S 1.458 0.397 1.308
C 0.648 1.130 0.011
C -1.532 0.145 0.177
C -4.738 -1.250 3.551
C 4.050 -1.295 -2.772
C -4.067 -0.072 3.911
C -4.201 -2.213 2.800
C 4.675 -1.163 -1.485
C 2.652 -1.250 -2.921
C -2.801 0.150 3.356
C -2.987 -1.897 2.135
C 3.927 -1.311 -0.316
C 1.915 -1.333 -1.793
C -2.330 -0.689 2.347
C 2.512 -1.452 -0.466
N 1.351 1.982 -0.742
C -3.190 1.115 -1.891
C 1.656 -1.395 0.730
C 2.763 2.099 -0.589
C 0.764 2.977 -1.684
H -5.724 -1.540 3.882
H 4.788 -1.289 -3.654
H -4.610 0.647 4.490
H -4.726 -3.155 2.645
H 5.730 -1.048 -1.273
H 2.264 -1.255 -3.937
H -2.381 1.133 3.397
H -2.524 -2.648 1.479
H 4.306 -1.342 0.689
H 0.837 -1.367 -1.814
H -2.288 1.165 -2.523
H -3.229 2.134 -1.482
H -4.055 1.027 -2.551
H 2.143 -2.019 1.451
H 0.757 -1.847 0.401
H 3.108 2.683 -1.426
H 3.052 2.457 0.349
H 3.308 1.147 -0.545
H 1.547 3.690 -2.077
H 0.033 2.606 -2.439
H 0.102 3.561 -1.069
*
```

Summary:
HOMO energy ... -7.54 eV
DFT total energy ... -1659.028370 Ha